Entry 1:
Computed, not measured: a structure of composition C8H15BS at a distorted geometry, with ωB97M-V with the def2-TZVPD basis set.

ΔE to the lowest compared entry with this formula, charge and spin ... 2.859 eV
DFT total energy ... -20046.3190 eV
Highest occupied orbital energy (alpha / beta) ... -6.81 / -6.30 eV

```
25
C8H15BS (ωB97M-V with the def2-TZVPD basis set)
B -1.472 -0.700 -0.921
C -2.307 2.118 1.921
C 1.841 -0.572 -0.182
C 1.837 0.477 0.941
C 1.078 -0.196 -1.421
C 0.353 0.631 1.304
C -0.334 0.305 -1.147
C -0.381 1.274 0.132
C -1.584 -2.198 -1.409
S -2.193 1.258 0.468
H -3.274 2.470 2.241
H -1.594 1.844 2.736
H 2.784 -0.953 -0.460
H 1.334 -1.520 0.157
H 2.316 0.267 1.828
H 2.360 1.407 0.655
H 1.681 0.504 -1.938
H 1.035 -1.148 -2.050
H -0.108 -0.429 1.459
H 0.154 1.200 2.200
H -0.789 0.961 -2.001
H -0.040 2.206 -0.008
H -1.423 -2.964 -0.525
H -0.688 -2.276 -2.067
H -2.585 -2.474 -1.797
```

---

Entry 2:
Computed, not measured: a cluster of 2 separate species, C8H15BrNO in total at a distorted geometry, with ωB97M-V with the def2-TZVPD basis set.

ΔE to the lowest compared entry with this formula, charge and spin ... 2.716 eV
DFT total energy ... -82109.7799 eV
Total charge ... +1
Highest occupied orbital energy ... -13.74 eV

```
26
C8H15BrNO (ωB97M-V with the def2-TZVPD basis set)
C 1.325 -1.160 0.028
C 2.204 -0.312 -0.029
C -3.535 0.361 0.210
C 0.290 -2.117 -0.036
C -2.347 0.594 -0.664
C -1.129 -1.586 0.186
C -1.558 -0.667 -1.017
C 3.282 0.463 -0.293
N 3.182 1.752 -0.560
O 2.701 1.989 1.849
Br 5.006 -0.353 -0.093
H -4.114 -0.584 -0.147
H -2.988 0.252 1.179
H -4.316 1.058 0.330
H 0.365 -2.962 0.716
H 0.325 -2.538 -1.037
H -1.770 1.293 -0.208
H -2.587 0.985 -1.626
H -1.002 -0.907 1.050
H -1.763 -2.496 0.271
H -0.687 -0.468 -1.656
H -2.207 -1.247 -1.698
H 4.054 2.192 -0.857
H 2.288 2.238 -0.513
H 3.096 2.583 2.459
H 1.882 1.637 2.155
```

---

Entry 3:
Computed, not measured: a cluster of 3 separate species, C8H15Cl4N in total at a distorted geometry, with ωB97M-V with the def2-TZVPD basis set.

ΔE to the lowest compared entry with this formula, charge and spin ... 0.967 eV
DFT total energy ... -60118.3524 eV
Structure (SMILES) ... CCCC#N.ClCCCl.ClCCCl
Highest occupied orbital energy ... -10.67 eV

```
28
C8H15Cl4N (ωB97M-V with the def2-TZVPD basis set)
C -27.964 -7.819 15.444
C -27.115 -7.069 14.323
C -25.703 -7.651 14.123
C -24.698 -7.250 15.092
N -23.906 -6.996 15.888
H -27.545 -7.743 16.447
H -28.103 -8.840 15.089
H -28.940 -7.335 15.402
H -27.055 -5.991 14.472
H -27.657 -7.283 13.402
H -25.322 -7.360 13.144
H -25.606 -8.728 14.259
Cl -21.142 -3.943 11.101
C -20.032 -5.142 10.271
C -20.884 -5.771 9.202
Cl -22.383 -6.404 9.687
H -19.533 -5.838 10.947
H -19.191 -4.557 9.898
H -20.382 -6.620 8.738
H -21.154 -5.037 8.442
Cl -21.186 -11.567 14.513
C -19.470 -11.333 14.076
C -19.317 -9.820 14.242
Cl -17.620 -9.386 14.318
H -19.296 -11.699 13.064
H -18.929 -12.002 14.745
H -19.715 -9.606 15.234
H -19.894 -9.139 13.616
```

---

Entry 4:
Computed, not measured: a structure of composition C8H15CrO5 at a distorted geometry, with ωB97M-V with the def2-TZVPD basis set.

DFT total energy ... -47171.3333 eV
Total charge ... +2
Multiplicity ... 6
<S²> ... 8.780
Highest occupied orbital energy (alpha / beta) ... -15.52 / -15.74 eV

```
29
C8H15CrO5 (ωB97M-V with the def2-TZVPD basis set)
C -2.997 -1.319 -1.226
O -3.029 -0.524 -0.281
C -2.575 -0.895 1.067
C -1.967 0.321 1.711
O -0.721 0.677 1.100
C -0.691 1.896 0.346
C 0.171 1.752 -0.891
O 0.498 2.695 -1.546
H -2.491 -2.291 -1.132
H -3.330 -0.937 -2.197
H -1.873 -1.733 0.969
H -3.477 -1.200 1.610
H -2.649 1.179 1.677
H -1.781 0.078 2.764
H -0.307 2.701 0.987
H -1.705 2.148 0.005
O 2.201 1.219 0.928
C 3.157 0.748 0.034
C 3.136 -0.774 -0.090
O 1.757 -1.226 -0.063
C 1.079 -1.214 -1.289
Cr 1.039 -0.126 1.463
H 4.190 1.050 0.283
H 2.928 1.160 -0.971
H 3.625 -1.247 0.772
H 3.606 -1.139 -1.012
H 1.256 -2.248 -1.618
H 0.339 -1.111 -2.086
H 0.612 0.360 -1.315
```

---

Entry 5:
Computed, not measured: a structure of composition C8H15F11FeN6O23S5 at a distorted geometry, with ωB97M-V with the def2-TZVPD basis set.

DFT total energy ... -183016.8676 eV
Total charge ... -1
Multiplicity ... 6
<S²> ... 8.756
Highest occupied orbital energy (alpha / beta) ... -7.19 / -7.18 eV

```
69
C8H15F11FeN6O23S5 (ωB97M-V with the def2-TZVPD basis set)
Fe 0.214 0.138 0.185
C -2.621 -0.990 -3.029
F -2.069 -2.121 -2.620
F -1.894 -0.509 -4.043
F -3.842 -1.213 -3.499
S -2.685 0.324 -1.682
O -2.675 1.536 -2.442
O -3.877 0.089 -0.905
O -1.433 0.112 -0.902
C -1.622 -3.939 0.457
F -1.253 -4.413 -0.733
F -2.619 -3.080 0.274
F -2.026 -4.930 1.241
S -0.197 -3.055 1.264
O -0.655 -2.726 2.598
O 0.938 -3.939 1.257
O -0.099 -1.808 0.456
C 1.898 1.553 -3.783
F 3.158 1.184 -3.558
F 1.845 2.390 -4.803
F 1.207 0.444 -4.089
S 1.142 2.340 -2.271
O 2.139 3.293 -1.851
O -0.101 2.900 -2.720
O 0.953 1.265 -1.257
N -2.437 3.702 0.219
S -3.583 3.382 1.291
O -3.994 4.430 2.171
O -3.491 2.045 1.818
F -4.763 3.337 0.209
S -1.079 3.304 1.117
O -0.539 1.993 0.816
O -0.871 3.842 2.424
F -0.150 4.195 0.202
C 0.662 -0.638 4.414
N 1.335 -0.502 3.099
O 0.727 0.131 2.242
O 2.407 -1.018 2.940
H 0.419 -1.690 4.542
H -0.260 -0.069 4.390
H 1.380 -0.278 5.146
C 3.389 4.098 1.238
N 3.344 2.663 0.883
O 2.265 2.117 0.978
O 4.333 2.165 0.383
H 4.408 4.459 1.174
H 2.960 4.240 2.225
H 2.747 4.565 0.491
C 0.776 -2.806 -4.003
N 1.109 -2.437 -2.603
O 1.771 -3.213 -1.932
O 0.710 -1.366 -2.201
H 1.645 -3.244 -4.483
H 0.433 -1.889 -4.463
H -0.020 -3.547 -4.003
C 3.882 -2.279 0.075
N 3.306 -0.997 -0.401
O 3.916 -0.387 -1.233
O 2.247 -0.651 0.097
H 4.052 -2.874 -0.815
H 3.253 -2.769 0.810
H 4.828 -2.012 0.546
C -4.190 -0.781 2.193
N -2.784 -0.555 2.624
O -2.535 -0.592 3.815
O -1.984 -0.336 1.747
H -4.509 0.058 1.587
H -4.772 -0.951 3.091
H -4.166 -1.689 1.594
```

---

Entry 6:
Computed, not measured: a structure of composition C8H15F2O3P at a distorted geometry, with ωB97M-V with the def2-TZVPD basis set.

ΔE to the lowest compared entry with this formula, charge and spin ... 2.890 eV
DFT total energy ... -29401.7232 eV
Highest occupied orbital energy ... -6.95 eV

```
29
C8H15F2O3P (ωB97M-V with the def2-TZVPD basis set)
C 1.345 -0.254 1.631
C -1.894 0.668 3.013
C 0.882 1.586 -3.660
C -1.514 -2.457 -1.798
C -0.372 0.498 3.258
C 0.676 1.282 -2.165
C -1.000 -1.208 -1.084
C 2.327 -0.196 2.664
O 1.478 -0.418 0.273
O 1.541 -1.248 -2.543
O 0.047 -0.022 1.955
F 3.642 -0.271 2.378
F 2.105 0.132 3.901
P 0.546 -0.544 -1.735
H -2.247 1.254 3.848
H -1.934 1.341 2.206
H -2.364 -0.221 2.925
H 0.120 1.786 -4.319
H 1.389 2.521 -3.820
H 1.619 0.987 -4.115
H -0.698 -3.031 -2.074
H -2.267 -2.895 -1.148
H -1.993 -2.235 -2.747
H -0.216 -0.281 4.014
H 0.052 1.517 3.458
H -0.183 1.769 -1.771
H 1.424 1.739 -1.566
H -0.669 -1.241 -0.002
H -1.841 -0.561 -0.976
```

---

Entry 7:
Computed, not measured: the molecule C8H15N at a distorted geometry, with ωB97M-V with the def2-TZVPD basis set.

ΔE to the lowest compared entry with this formula, charge and spin ... 3.051 eV
DFT total energy ... -10026.3240 eV
Structure (SMILES) ... C[C@H]1[C@@]2(C)[C@@](C)(N)[C@@]12C
Highest occupied orbital energy ... -7.51 eV

```
24
C8H15N (ωB97M-V with the def2-TZVPD basis set)
C 0.555 2.307 -0.786
C 1.092 0.926 -0.577
C 0.293 -0.016 0.760
C 0.756 0.297 2.124
C -0.914 -0.322 -0.004
C -1.557 -1.680 0.267
N -1.875 0.704 -0.360
C 0.476 -0.384 -0.689
C 1.150 -1.581 -1.293
H 0.720 2.922 0.109
H 1.084 2.772 -1.620
H -0.508 2.307 -0.999
H 2.183 0.887 -0.563
H 1.693 -0.223 2.340
H 0.934 1.371 2.270
H 0.016 -0.016 2.864
H -2.061 -2.050 -0.629
H -0.826 -2.415 0.593
H -2.305 -1.574 1.055
H -2.324 1.078 0.469
H -2.591 0.333 -0.973
H 0.902 -1.660 -2.353
H 0.874 -2.507 -0.791
H 2.234 -1.474 -1.216
```

---

Entry 8:
Computed, not measured: the molecule C8H15N at a distorted geometry, with ωB97M-V with the def2-TZVPD basis set.

ΔE to the lowest compared entry with this formula, charge and spin ... 3.039 eV
DFT total energy ... -10026.3359 eV
Highest occupied orbital energy (alpha / beta) ... -6.79 / -6.79 eV

```
24
C8H15N (ωB97M-V with the def2-TZVPD basis set)
C -0.105 -0.384 -0.892
C 1.037 1.592 -0.676
C 0.638 1.937 0.700
C -1.242 -0.654 -1.858
C 1.170 -1.065 -1.360
C -1.587 -1.072 1.083
C -0.409 -0.324 0.490
C 0.316 0.573 1.278
N 0.743 0.303 2.546
H 0.630 -0.622 2.936
H 0.865 1.058 3.202
H 2.090 1.414 -0.847
H 0.468 1.973 -1.510
H -0.229 2.598 0.749
H 1.438 2.401 1.282
H -1.476 -1.724 -1.915
H -0.955 -0.346 -2.866
H -2.157 -0.133 -1.575
H 1.970 -0.957 -0.633
H 0.960 -2.128 -1.541
H 1.535 -0.655 -2.305
H -2.524 -0.747 0.625
H -1.670 -0.884 2.154
H -1.508 -2.153 0.933
```

---

Entry 9:
Computed, not measured: the ion C8H15N2 with charge +1 at a distorted geometry, with ωB97M-V with the def2-TZVPD basis set.

ΔE to the lowest compared entry with this formula, charge and spin ... 4.083 eV
DFT total energy ... -11508.8994 eV
Total charge ... +1
Highest occupied orbital energy ... -14.92 eV

```
25
C8H15N2 (ωB97M-V with the def2-TZVPD basis set)
C 2.527 -0.188 1.049
C 1.338 -0.743 0.918
C 2.842 0.532 -0.144
C -0.227 1.704 0.617
C -1.400 0.640 -1.395
C -1.466 -0.462 0.968
C 0.625 -1.598 -1.161
C -0.694 0.387 -0.035
N 2.102 0.595 -1.114
N 0.640 -0.412 -0.225
H 3.162 -0.065 1.877
H 0.728 -1.375 1.648
H 3.862 0.788 -0.293
H 0.195 2.366 -0.259
H -1.045 2.443 1.034
H 0.490 1.508 1.418
H -1.806 -0.328 -1.943
H -0.717 1.012 -2.049
H -2.202 1.346 -1.296
H -2.473 -0.052 1.147
H -1.538 -1.575 0.859
H -1.070 -0.407 1.909
H 0.037 -1.274 -2.031
H 1.664 -1.867 -1.373
H 0.155 -2.504 -0.736
```

---

Entry 10:
Computed, not measured: the ion C8H15N2 with charge +1 at a distorted geometry, with ωB97M-V with the def2-TZVPD basis set.

ΔE to the lowest compared entry with this formula, charge and spin ... 1.853 eV
DFT total energy ... -11511.1300 eV
Total charge ... +1
Structure (SMILES) ... CC[C@]1([NH3+])C=CC=C[C@@H]1N
Highest occupied orbital energy ... -12.37 eV

```
25
C8H15N2 (ωB97M-V with the def2-TZVPD basis set)
C 0.513 1.455 1.565
C 0.253 1.529 0.058
C -0.286 0.220 -0.586
N -0.200 0.539 -2.224
C -1.678 0.080 -0.190
C -1.953 -0.722 0.844
C -0.982 -1.753 1.261
C 0.263 -1.866 0.717
C 0.619 -1.009 -0.515
N 1.998 -0.668 -0.523
H -0.439 1.525 2.077
H 1.100 2.284 1.934
H 0.966 0.514 1.822
H 1.242 1.692 -0.416
H -0.417 2.292 -0.148
H 0.762 0.949 -2.440
H -1.009 1.277 -2.417
H -0.278 -0.242 -2.789
H -2.341 0.763 -0.538
H -3.027 -0.862 1.124
H -1.462 -2.285 2.014
H 1.002 -2.417 1.171
H 0.460 -1.637 -1.388
H 2.287 -0.288 0.418
H 2.607 -1.369 -0.834
```

---

Entry 11:
Computed, not measured: the ion C8H15N2 with charge +1 at a distorted geometry, with ωB97M-V with the def2-TZVPD basis set.

ΔE to the lowest compared entry with this formula, charge and spin ... 0.849 eV
DFT total energy ... -11508.3497 eV
Total charge ... +1
Multiplicity ... 3
<S²> ... 2.005
Highest occupied orbital energy (alpha / beta) ... -8.92 / -14.29 eV

```
25
C8H15N2 (ωB97M-V with the def2-TZVPD basis set)
C -1.415 -1.071 0.079
C 0.554 -0.106 -0.079
C -0.307 0.794 0.715
C -0.014 1.962 1.540
C 1.990 0.643 -1.900
C 0.367 -2.448 -0.991
C -2.739 0.519 1.423
C 1.953 0.141 -0.427
N -0.181 -1.217 -0.395
N -1.505 0.094 0.726
H -2.297 -1.638 -0.179
H -0.497 1.882 2.471
H 1.082 1.985 1.554
H -0.487 2.894 1.196
H 1.014 1.075 -2.066
H 2.021 -0.082 -2.672
H 2.929 1.151 -2.168
H 1.446 -2.599 -0.602
H -0.371 -3.316 -0.722
H 0.466 -2.353 -2.194
H -3.474 -0.291 1.157
H -2.688 0.317 2.568
H -2.834 1.508 1.070
H 2.399 0.920 0.155
H 2.590 -0.766 -0.259
```

---

Entry 12:
Computed, not measured: a cluster of 2 separate species, C8H15N2O5 in total at a distorted geometry, with ωB97M-V with the def2-TZVPD basis set.

ΔE to the lowest compared entry with this formula, charge and spin ... 0.871 eV
DFT total energy ... -21756.2200 eV
Total charge ... -1
Highest occupied orbital energy (alpha / beta) ... -2.56 / -1.93 eV

```
30
C8H15N2O5 (ωB97M-V with the def2-TZVPD basis set)
C 0.707 1.011 -0.954
C -0.702 -1.964 0.509
C 3.820 -0.001 0.508
C -3.106 1.803 0.381
C 2.394 -0.582 0.176
C -2.901 0.282 0.588
C 1.285 0.419 0.214
C -1.333 -1.022 -0.638
N 0.793 0.694 1.511
N -1.056 -1.490 -1.919
O -0.198 1.886 -0.738
O -0.106 -2.926 0.056
O 1.128 0.777 -2.216
O -0.885 -1.578 1.685
O -2.287 -0.093 -0.563
H 3.719 0.627 1.421
H 4.002 0.831 -0.197
H 4.566 -0.734 0.497
H -2.632 1.995 -0.562
H -4.158 2.078 0.303
H -2.576 2.401 1.100
H 2.113 -1.463 0.795
H 2.408 -1.000 -0.777
H -3.960 -0.130 0.600
H -2.244 -0.156 1.398
H -0.079 1.219 1.340
H 0.616 -0.092 2.215
H -0.966 -0.812 -2.653
H -0.251 -2.163 -1.899
H 1.888 0.181 -2.180
```

---

Among the records above, which one has the lowest DFT total energy?
C8H15F11FeN6O23S5